# 1
{"formula": "C29H23Br2N5OPdS8", "method": "the ωB97M-V functional and the def2-TZVPD basis", "gap_ev": [4.95, 4.90], "energy_ha": -9928.7978, "lumo_ev": [-8.25, -8.25], "homo_ev": [-13.20, -13.16], "charge": 2, "relative_energy_kcal_mol": 31.9, "spin_multiplicity": 1, "symbols": ["Pd", "Br", "C", "C", "C", "N", "C", "C", "C", "C", "C", "Br", "C", "C", "N", "H", "H", "H", "H", "H", "H", "C", "S", "C", "C", "S", "S", "C", "S", "S", "H", "H", "H", "S", "C", "N", "C", "S", "O", "C", "C", "C", "C", "C", "C", "H", "H", "H", "H", "H", "H", "H", "H", "N", "C", "N", "C", "C", "C", "C", "C", "C", "S", "H", "H", "H", "H", "H", "H"], "coordinates": [[-0.208, 0.036, 0.332], [-2.810, 5.060, 3.883], [-1.879, 3.771, 2.925], [-0.986, 2.926, 3.557], [-0.345, 1.958, 2.808], [-0.529, 1.817, 1.489], [-1.382, 2.666, 0.880], [-2.078, 3.643, 1.558], [-1.512, 2.460, -0.562], [-1.770, 3.486, -1.447], [-1.780, 3.204, -2.805], [-2.109, 4.554, -4.031], [-1.518, 1.913, -3.232], [-1.267, 0.945, -2.284], [-1.286, 1.200, -0.968], [-0.789, 3.004, 4.617], [0.354, 1.290, 3.288], [-2.775, 4.283, 1.036], [-1.931, 4.493, -1.089], [-1.496, 1.661, -4.282], [-1.042, -0.065, -2.581], [1.147, -2.992, 3.978], [-0.388, -3.478, 4.805], [-1.554, -3.537, 3.563], [-1.901, -2.558, 2.533], [-1.340, -1.018, 2.510], [-3.164, -3.081, 1.462], [-3.651, -4.516, 2.319], [-4.880, -5.449, 1.932], [-2.568, -4.874, 3.663], [1.811, -2.680, 4.781], [0.994, -2.172, 3.292], [1.555, -3.865, 3.474], [2.816, 0.268, 3.567], [1.939, -0.173, 2.323], [1.319, -0.573, 1.389], [3.412, 2.118, -1.504], [2.872, 0.430, -1.376], [1.340, 0.518, -1.451], [3.371, -0.176, -2.954], [2.500, -0.108, -4.030], [2.937, -0.555, -5.268], [4.225, -1.055, -5.415], [5.084, -1.123, -4.326], [4.656, -0.689, -3.079], [2.941, 2.567, -2.378], [4.498, 2.129, -1.599], [3.112, 2.624, -0.587], [1.501, 0.282, -3.891], [2.275, -0.508, -6.123], [4.561, -1.397, -6.385], [6.085, -1.516, -4.446], [5.315, -0.749, -2.219], [-3.019, -1.249, -0.985], [-1.893, -1.888, -1.344], [-0.730, -1.726, -0.754], [0.267, -2.526, -1.371], [1.597, -2.626, -0.982], [2.438, -3.437, -1.723], [1.969, -4.151, -2.830], [0.639, -4.083, -3.199], [-0.197, -3.264, -2.450], [-1.908, -2.993, -2.671], [-3.015, -0.648, -0.178], [-3.896, -1.448, -1.434], [1.956, -2.083, -0.121], [3.478, -3.527, -1.436], [2.649, -4.769, -3.400], [0.263, -4.655, -4.037]]}


# 2
{"formula": "CKLiO2", "method": "the ωB97M-V functional and the def2-TZVPD basis", "gap_ev": [5.67, 5.67], "energy_ha": -795.9897, "lumo_ev": [-0.20, -0.19], "homo_ev": [-5.87, -5.87], "charge": 0, "spin_multiplicity": 1, "symbols": ["O", "K", "Li", "C", "O"], "coordinates": [[-1.638, -0.461, -0.624], [-0.595, 0.544, 1.019], [-3.207, -1.043, -0.685], [2.406, -0.533, -0.697], [1.898, 0.000, 0.106]]}


# 3
{"formula": "C20H22F5MnN4O4Te2", "method": "the ωB97M-V functional and the def2-TZVPD basis", "gap_ev": [5.73, 6.87], "s2": 0.93, "energy_ha": -3480.6521, "lumo_ev": [-11.56, -10.43], "homo_ev": [-17.30, -17.30], "charge": 3, "relative_energy_kcal_mol": 5.4, "spin_multiplicity": 2, "symbols": ["Mn", "N", "C", "C", "O", "N", "C", "C", "O", "O", "H", "H", "H", "H", "H", "H", "C", "C", "N", "C", "C", "N", "H", "H", "H", "H", "H", "H", "F", "Te", "F", "F", "F", "F", "O", "Te", "C", "C", "C", "C", "C", "C", "C", "C", "C", "C", "C", "C", "H", "H", "H", "H", "H", "H", "H", "H", "H", "H"], "coordinates": [[0.481, -0.313, 2.546], [0.025, -0.387, 4.443], [-0.136, 0.891, 5.126], [-0.697, 1.815, 4.055], [-1.250, 2.846, 4.222], [-0.445, 1.252, 2.762], [-1.102, 1.952, 1.674], [-0.566, 1.348, 0.434], [-0.910, 1.893, -0.691], [0.202, 0.379, 0.544], [-0.602, -1.157, 4.726], [1.333, -1.824, 4.490], [0.822, 1.270, 5.481], [-0.825, 0.818, 5.965], [-0.919, 3.027, 1.714], [-2.189, 1.829, 1.716], [3.997, -0.663, 2.425], [3.089, -1.546, 1.649], [1.768, -1.445, 1.554], [1.316, -2.497, 0.761], [2.390, -3.215, 0.361], [3.484, -2.605, 0.928], [3.471, 0.221, 2.779], [4.836, -0.334, 1.812], [4.411, -1.196, 3.284], [0.288, -2.573, 0.453], [2.464, -4.098, -0.250], [4.435, -2.942, 0.867], [0.421, -5.414, 4.536], [0.380, -4.244, 3.138], [-0.616, -1.759, 2.513], [1.640, -5.383, 2.360], [-0.056, -3.028, 4.701], [1.983, -3.326, 3.574], [1.307, -0.835, 4.264], [0.072, 1.395, -2.431], [-0.820, 2.954, -3.436], [-2.158, 2.906, -3.825], [-2.683, 4.000, -4.486], [-1.868, 5.090, -4.791], [-0.534, 5.116, -4.403], [0.009, 4.039, -3.726], [-1.000, -0.254, -3.081], [-0.209, -1.110, -3.846], [-0.827, -2.166, -4.501], [-2.198, -2.350, -4.376], [-2.959, -1.511, -3.567], [-2.367, -0.445, -2.911], [-2.780, 2.043, -3.632], [-3.723, 3.998, -4.781], [-2.278, 5.923, -5.346], [0.081, 5.978, -4.620], [1.053, 4.051, -3.436], [0.858, -0.946, -3.960], [-0.238, -2.840, -5.107], [-2.681, -3.151, -4.920], [-4.021, -1.682, -3.453], [-2.961, 0.203, -2.279]]}


Copy entry 3 word for word.
{"formula": "C20H22F5MnN4O4Te2", "method": "the ωB97M-V functional and the def2-TZVPD basis", "gap_ev": [5.73, 6.87], "s2": 0.93, "energy_ha": -3480.6521, "lumo_ev": [-11.56, -10.43], "homo_ev": [-17.30, -17.30], "charge": 3, "relative_energy_kcal_mol": 5.4, "spin_multiplicity": 2, "symbols": ["Mn", "N", "C", "C", "O", "N", "C", "C", "O", "O", "H", "H", "H", "H", "H", "H", "C", "C", "N", "C", "C", "N", "H", "H", "H", "H", "H", "H", "F", "Te", "F", "F", "F", "F", "O", "Te", "C", "C", "C", "C", "C", "C", "C", "C", "C", "C", "C", "C", "H", "H", "H", "H", "H", "H", "H", "H", "H", "H"], "coordinates": [[0.481, -0.313, 2.546], [0.025, -0.387, 4.443], [-0.136, 0.891, 5.126], [-0.697, 1.815, 4.055], [-1.250, 2.846, 4.222], [-0.445, 1.252, 2.762], [-1.102, 1.952, 1.674], [-0.566, 1.348, 0.434], [-0.910, 1.893, -0.691], [0.202, 0.379, 0.544], [-0.602, -1.157, 4.726], [1.333, -1.824, 4.490], [0.822, 1.270, 5.481], [-0.825, 0.818, 5.965], [-0.919, 3.027, 1.714], [-2.189, 1.829, 1.716], [3.997, -0.663, 2.425], [3.089, -1.546, 1.649], [1.768, -1.445, 1.554], [1.316, -2.497, 0.761], [2.390, -3.215, 0.361], [3.484, -2.605, 0.928], [3.471, 0.221, 2.779], [4.836, -0.334, 1.812], [4.411, -1.196, 3.284], [0.288, -2.573, 0.453], [2.464, -4.098, -0.250], [4.435, -2.942, 0.867], [0.421, -5.414, 4.536], [0.380, -4.244, 3.138], [-0.616, -1.759, 2.513], [1.640, -5.383, 2.360], [-0.056, -3.028, 4.701], [1.983, -3.326, 3.574], [1.307, -0.835, 4.264], [0.072, 1.395, -2.431], [-0.820, 2.954, -3.436], [-2.158, 2.906, -3.825], [-2.683, 4.000, -4.486], [-1.868, 5.090, -4.791], [-0.534, 5.116, -4.403], [0.009, 4.039, -3.726], [-1.000, -0.254, -3.081], [-0.209, -1.110, -3.846], [-0.827, -2.166, -4.501], [-2.198, -2.350, -4.376], [-2.959, -1.511, -3.567], [-2.367, -0.445, -2.911], [-2.780, 2.043, -3.632], [-3.723, 3.998, -4.781], [-2.278, 5.923, -5.346], [0.081, 5.978, -4.620], [1.053, 4.051, -3.436], [0.858, -0.946, -3.960], [-0.238, -2.840, -5.107], [-2.681, -3.151, -4.920], [-4.021, -1.682, -3.453], [-2.961, 0.203, -2.279]]}


Please write out number 3 again, unchanged.
{"formula": "C20H22F5MnN4O4Te2", "method": "the ωB97M-V functional and the def2-TZVPD basis", "gap_ev": [5.73, 6.87], "s2": 0.93, "energy_ha": -3480.6521, "lumo_ev": [-11.56, -10.43], "homo_ev": [-17.30, -17.30], "charge": 3, "relative_energy_kcal_mol": 5.4, "spin_multiplicity": 2, "symbols": ["Mn", "N", "C", "C", "O", "N", "C", "C", "O", "O", "H", "H", "H", "H", "H", "H", "C", "C", "N", "C", "C", "N", "H", "H", "H", "H", "H", "H", "F", "Te", "F", "F", "F", "F", "O", "Te", "C", "C", "C", "C", "C", "C", "C", "C", "C", "C", "C", "C", "H", "H", "H", "H", "H", "H", "H", "H", "H", "H"], "coordinates": [[0.481, -0.313, 2.546], [0.025, -0.387, 4.443], [-0.136, 0.891, 5.126], [-0.697, 1.815, 4.055], [-1.250, 2.846, 4.222], [-0.445, 1.252, 2.762], [-1.102, 1.952, 1.674], [-0.566, 1.348, 0.434], [-0.910, 1.893, -0.691], [0.202, 0.379, 0.544], [-0.602, -1.157, 4.726], [1.333, -1.824, 4.490], [0.822, 1.270, 5.481], [-0.825, 0.818, 5.965], [-0.919, 3.027, 1.714], [-2.189, 1.829, 1.716], [3.997, -0.663, 2.425], [3.089, -1.546, 1.649], [1.768, -1.445, 1.554], [1.316, -2.497, 0.761], [2.390, -3.215, 0.361], [3.484, -2.605, 0.928], [3.471, 0.221, 2.779], [4.836, -0.334, 1.812], [4.411, -1.196, 3.284], [0.288, -2.573, 0.453], [2.464, -4.098, -0.250], [4.435, -2.942, 0.867], [0.421, -5.414, 4.536], [0.380, -4.244, 3.138], [-0.616, -1.759, 2.513], [1.640, -5.383, 2.360], [-0.056, -3.028, 4.701], [1.983, -3.326, 3.574], [1.307, -0.835, 4.264], [0.072, 1.395, -2.431], [-0.820, 2.954, -3.436], [-2.158, 2.906, -3.825], [-2.683, 4.000, -4.486], [-1.868, 5.090, -4.791], [-0.534, 5.116, -4.403], [0.009, 4.039, -3.726], [-1.000, -0.254, -3.081], [-0.209, -1.110, -3.846], [-0.827, -2.166, -4.501], [-2.198, -2.350, -4.376], [-2.959, -1.511, -3.567], [-2.367, -0.445, -2.911], [-2.780, 2.043, -3.632], [-3.723, 3.998, -4.781], [-2.278, 5.923, -5.346], [0.081, 5.978, -4.620], [1.053, 4.051, -3.436], [0.858, -0.946, -3.960], [-0.238, -2.840, -5.107], [-2.681, -3.151, -4.920], [-4.021, -1.682, -3.453], [-2.961, 0.203, -2.279]]}